Density functional theory data (wB97M-V/def2-TZVPD) for a molecular structure, C27H35F2MoN6OPS at a distorted geometry.

Calculated values
2S+1: 2
Total charge: +3
ΔE to the lowest compared entry with this formula, charge and spin in eV: 1.055
Frontier orbital gap (spin up / spin down) in Ha: 0.21631 / 0.22517
LUMO energy (spin up / spin down) in eV: -10.619 / -10.379
<S²>: 0.767

Geometry as XYZ:
```
74
Properties=species:S:1:pos:R:3:forces:R:3
Mo -0.0821 0.2893 -0.0717 -1.103 -0.108 0.391
O 0.8175 1.8740 0.3872 1.384 0.859 0.180
N 0.3575 3.0644 0.8135 -0.712 0.372 0.035
C 1.2460 3.9629 1.3050 0.358 0.022 0.063
C 0.7954 5.1568 1.7813 -0.142 0.042 -0.060
C -0.5755 5.4527 1.7029 0.037 -0.126 0.007
C -1.4502 4.5329 1.1723 0.032 0.110 -0.019
C -0.9739 3.2928 0.7366 0.136 -0.181 -0.103
S -1.9426 2.0334 0.1018 0.377 -0.701 -0.185
H 2.2867 3.6730 1.2880 -0.038 -0.092 -0.015
H 1.4945 5.8628 2.2048 0.054 -0.012 -0.061
H -0.9401 6.4038 2.0671 -0.029 0.006 -0.029
H -2.5062 4.7438 1.0819 -0.015 -0.042 0.041
F -2.0972 -4.4719 -1.2265 -0.051 -0.061 -0.057
C -0.9698 -3.8226 -0.9818 0.246 0.098 0.145
C -1.0106 -2.4340 -0.9311 -0.304 0.438 -0.033
C 0.1443 -1.7332 -0.6280 0.364 -0.643 -0.414
C 1.3358 -2.4237 -0.3917 0.027 0.212 -0.062
C 1.3529 -3.8112 -0.5342 -0.232 0.200 0.011
F 2.4790 -4.4836 -0.3410 0.050 -0.038 0.020
C 0.2055 -4.5287 -0.8213 -0.080 -0.105 -0.041
C 2.3955 -1.6040 0.1749 0.303 -0.144 0.122
C 3.7050 -2.0111 0.4074 0.004 0.000 -0.010
C 4.5556 -1.2063 1.1427 -0.087 0.130 0.072
C 4.0648 -0.0159 1.6647 0.032 -0.122 -0.095
C 2.7762 0.3543 1.3554 0.109 0.163 0.112
N 1.9581 -0.3833 0.5874 -0.180 -0.054 -0.131
H -1.9629 -1.9485 -1.1256 0.019 -0.042 -0.068
H 0.2262 -5.6074 -0.9030 0.030 0.002 -0.004
H 4.0535 -2.9612 0.0362 -0.074 -0.014 -0.039
H 5.5727 -1.5171 1.3401 0.008 -0.013 -0.034
H 4.6716 0.6194 2.2930 -0.020 0.008 0.017
H 2.3773 1.2685 1.7619 -0.012 0.009 -0.091
C -1.0276 -2.0810 -4.0890 -0.105 0.050 -0.058
C -0.0712 -0.9001 -3.9331 0.001 -0.272 0.394
C 1.3714 -1.4004 -3.8643 0.010 0.143 -0.127
P -0.4983 0.3826 -2.6360 -0.198 0.293 -0.962
C -2.2126 0.9795 -3.0407 -0.037 -0.233 0.269
C -3.3056 0.1582 -2.3458 0.029 0.096 -0.094
C -2.4705 1.0996 -4.5427 0.072 -0.022 -0.044
C 0.6590 1.7566 -3.1773 0.113 0.119 0.493
C 0.0730 3.1614 -3.0626 -0.066 -0.030 -0.102
C 2.0208 1.6903 -2.4581 0.063 -0.049 -0.107
H -0.8703 -2.5167 -5.0766 0.015 0.022 -0.011
H -2.0779 -1.8039 -4.0260 0.014 -0.024 -0.007
H -0.8270 -2.8611 -3.3623 0.024 -0.015 -0.008
H -0.1727 -0.2817 -4.8314 -0.041 0.123 0.094
H 1.5345 -2.0444 -3.0019 -0.016 0.000 0.017
H 2.1076 -0.5978 -3.8556 -0.002 -0.027 -0.023
H 1.5552 -1.9931 -4.7613 0.045 -0.032 0.028
H -2.2353 1.9794 -2.6030 0.096 -0.020 -0.003
H -3.4555 -0.8095 -2.8225 0.035 -0.041 0.072
H -4.2526 0.6943 -2.4139 -0.002 0.005 0.025
H -3.0930 0.0013 -1.2834 -0.092 -0.035 -0.010
H -2.6643 0.1322 -5.0044 0.053 -0.007 0.009
H -1.6490 1.5778 -5.0774 -0.034 0.042 -0.020
H -3.3620 1.7099 -4.6911 0.009 0.011 -0.010
H 0.8271 1.5334 -4.2340 -0.119 -0.095 0.007
H -0.1167 3.4362 -2.0222 -0.004 -0.004 -0.004
H -0.8491 3.2840 -3.6269 -0.004 0.026 0.001
H 0.7908 3.8740 -3.4719 0.038 -0.006 0.056
H 2.0437 2.3506 -1.5932 -0.067 -0.012 0.005
H 2.8102 2.0309 -3.1279 0.003 -0.055 -0.028
H 2.2811 0.6815 -2.1248 0.096 0.047 -0.027
N -1.9330 -1.5870 5.9640 -0.119 -0.112 -0.004
C -2.2111 -1.6950 4.6778 -0.039 0.003 -0.083
N -3.2926 -2.3365 4.2634 -0.077 -0.064 0.028
N -1.3455 -1.1403 3.8189 0.345 0.075 0.014
C -1.1089 -0.8283 2.6566 -0.206 -0.009 -0.012
N -0.7653 -0.4675 1.5773 -0.424 -0.189 0.608
H -2.5215 -2.0053 6.6687 0.007 0.026 0.014
H -1.0881 -1.1317 6.2672 0.042 0.041 -0.051
H -3.9128 -2.7952 4.9141 -0.012 0.019 0.018
H -3.5115 -2.4289 3.2864 0.063 0.037 -0.026
```
Positions in Å, forces in eV/Å.

Density functional theory data (wB97M-V/def2-TZVPD) for a molecular structure, C27H35HgN5O3P2 at a distorted geometry.

Calculated values
Frontier orbital gap (spin up / spin down) in Ha: 0.16030 / 0.16032
LUMO energy (spin up / spin down) in eV: -3.029 / -3.028

Geometry as XYZ:
```
73
Properties=species:S:1:pos:R:3:forces:R:3
Hg -4.5102 -0.1816 -1.8009 2.258 -0.363 1.346
C -6.0178 1.9448 -3.6351 0.219 0.922 -1.098
C -5.1770 2.9828 -3.5073 -0.328 0.209 -1.091
C -5.4192 4.1857 -2.6528 0.202 0.089 -0.335
C -6.0076 3.9086 -1.2579 -0.059 1.153 0.204
C -5.7146 2.5973 -0.6358 -0.382 -1.282 1.160
C -6.2382 1.3576 -0.9292 -1.613 1.423 1.278
C -7.5179 1.3376 -1.7599 -0.013 -0.628 -0.159
C -7.4278 1.9687 -3.1346 -0.016 -0.013 -0.511
C -2.6628 -1.2506 -0.5522 0.922 -0.690 -0.508
H -5.7847 1.1449 -4.3345 0.211 0.105 -0.020
H -4.3548 3.1365 -4.2148 -0.098 -0.663 0.605
H -6.0737 4.8868 -3.1897 -0.011 -0.127 0.132
H -4.4822 4.7370 -2.5305 0.030 -0.194 -0.060
H -5.5859 4.6889 -0.5943 -0.297 -0.406 -0.225
H -7.0844 4.1362 -1.3011 0.123 -0.554 0.159
H -5.1805 2.6969 0.3142 0.069 -0.401 -0.439
H -6.2897 0.6206 -0.0901 0.607 0.584 -0.457
H -8.3189 1.8387 -1.2171 0.024 -0.148 0.380
H -7.8221 0.3076 -1.9060 -0.168 -0.288 0.205
H -8.0325 1.3752 -3.8434 0.138 0.335 0.308
H -7.8466 2.9907 -3.1637 0.326 -0.381 0.110
H -2.1853 -1.9365 -1.2762 -0.715 0.527 -0.004
H -2.7676 -1.8178 0.3899 -1.082 0.311 -0.821
H -1.9044 -0.4907 -0.3015 -0.687 0.248 -0.612
P -2.0114 1.4372 1.4324 -1.930 -0.478 1.219
P -0.4315 1.8042 -1.4105 0.711 -0.517 -1.707
N -3.6385 0.9056 2.2515 -0.166 -0.011 -0.930
N -1.4990 2.2620 2.8222 1.029 0.358 1.037
N -1.3294 1.1929 -2.9004 -1.403 -0.423 0.067
N 0.7057 2.6053 -2.4534 1.338 0.672 -0.053
C -2.5169 2.8339 0.2982 -0.234 -0.268 0.015
C -1.5100 3.1741 -0.8281 -0.415 0.925 -0.664
C -4.0023 -0.4378 2.3126 0.759 0.019 -0.482
C -5.2478 -0.5760 2.8585 -0.571 -0.164 0.303
C -5.7121 0.7310 3.1892 1.552 1.000 -0.944
C -4.7084 1.6291 2.7819 -0.323 -1.444 -0.007
C -0.8662 1.5154 3.8459 0.023 0.708 -0.570
C -0.2274 2.3979 4.6842 -0.189 -0.085 -0.093
C -0.4855 3.7334 4.1995 -0.846 -0.283 -0.886
C -1.2931 3.6241 3.0654 0.806 -0.521 0.702
C -1.4420 -0.1552 -3.2140 -0.295 0.381 0.035
C -2.4647 -0.3117 -4.1608 0.695 -0.684 0.387
C -2.8907 0.9747 -4.5328 -0.849 1.260 0.005
C -2.2303 1.8699 -3.7252 0.374 -0.705 0.507
C 0.5143 3.3366 -3.6313 0.376 0.132 -0.488
C 1.7184 3.4429 -4.3244 -0.846 0.220 0.548
C 2.7178 2.8170 -3.5191 -0.761 -0.594 1.108
C 2.0747 2.2993 -2.3950 0.051 0.762 -1.021
H -2.8205 3.7523 0.8363 0.059 -0.513 -0.266
H -3.4205 2.4261 -0.1703 0.299 0.022 0.075
H -2.0548 3.5454 -1.7104 -0.055 0.301 0.465
H -0.8572 3.9982 -0.4956 0.049 -0.416 -0.167
H -3.3137 -1.2023 1.9421 -0.474 0.547 0.498
H -5.8043 -1.5118 3.0176 0.545 0.576 -0.054
H -6.6386 1.0274 3.6384 -0.217 -0.052 0.121
H -4.6846 2.6975 2.8148 0.077 0.353 0.182
H -0.9442 0.4190 3.8201 0.205 0.756 0.110
H 0.3747 2.1152 5.5595 -0.455 0.253 -0.575
H -0.1438 4.6726 4.6280 -0.104 -0.354 -0.078
H -1.7404 4.3590 2.3891 0.481 -0.259 0.561
H -0.7226 -0.8442 -2.7706 -0.434 0.098 0.005
H -2.9096 -1.2187 -4.5562 0.660 -0.060 -0.046
H -3.6450 1.2646 -5.2953 0.715 -0.443 0.699
H -2.3683 2.9215 -3.6445 0.106 0.410 -0.036
H -0.4666 3.7322 -3.8716 0.392 -0.136 -0.097
H 1.8717 3.9290 -5.3008 -0.225 -0.248 0.749
H 3.7851 2.7220 -3.7118 -0.440 0.013 -0.002
H 2.4531 1.7030 -1.5875 0.149 -0.152 0.080
O 3.2140 0.1927 -0.7046 -1.049 -1.525 0.412
N 2.2741 -0.6554 -0.6658 -0.556 0.246 -0.427
O 2.4172 -1.8017 -0.1882 -0.214 1.686 -0.660
O 1.1046 -0.2855 -1.1542 1.938 -1.134 0.816
```
Positions in Å, forces in eV/Å.

Density functional theory data (wB97M-V/def2-TZVPD) for a molecular structure, C27H35N4O5SiW at a distorted geometry.

Calculated values
Total charge: +3
ΔE to the lowest compared entry with this formula, charge and spin in eV: 0.313
Frontier orbital gap in Ha: 0.20173
LUMO energy in eV: -11.228

Geometry as XYZ:
```
73
Properties=species:S:1:pos:R:3:forces:R:3
W 0.4168 0.1956 -0.4091 -0.413 0.153 0.947
N 2.0182 -0.6070 0.9533 0.228 0.038 -0.114
C 1.5981 -1.3539 2.1752 -0.071 0.046 0.006
C 0.1803 -0.9353 2.5291 0.021 0.029 -0.035
N -0.6590 -0.8720 1.2833 -0.085 -0.138 -0.031
C -1.2046 -2.1983 0.8342 0.087 0.000 0.003
C -0.1212 -2.9478 0.0794 -0.089 0.054 0.021
N 0.4847 -2.0034 -0.9134 -0.011 -0.083 -0.180
H 2.4349 0.2770 1.2521 0.088 -0.081 -0.030
H 2.7653 -1.0987 0.4446 -0.062 -0.038 0.040
H 1.6828 -2.4162 1.9777 0.028 0.014 0.054
H 2.2792 -1.1367 2.9979 -0.045 0.063 -0.007
H -0.2699 -1.6170 3.2514 0.017 -0.021 -0.048
H 0.1781 0.0638 2.9620 0.011 -0.053 0.011
H -1.4661 -0.2916 1.5234 0.011 -0.048 -0.030
H -1.5615 -2.7741 1.6893 0.041 0.026 -0.011
H -2.0557 -1.9937 0.1845 0.033 -0.032 0.011
H 0.6610 -3.3131 0.7338 -0.029 -0.043 -0.030
H -0.5288 -3.8157 -0.4394 -0.063 0.067 -0.007
H 1.3855 -2.3572 -1.2365 0.064 0.054 0.159
H -0.1271 -2.0037 -1.7325 0.163 -0.063 -0.049
O 0.6543 3.4969 1.9739 -0.052 0.022 -0.095
C 0.2926 2.7914 1.1081 0.088 -0.109 -0.009
O 0.7093 1.4593 1.0091 0.067 0.210 0.157
C -0.6472 3.0584 -0.0136 -0.037 0.135 0.038
C -1.3187 4.2375 -0.2780 0.050 -0.153 -0.003
C -2.2173 4.2510 -1.3444 0.023 -0.024 0.011
C -2.4476 3.0861 -2.0769 0.106 -0.108 0.048
C -1.7383 1.9530 -1.7276 -0.107 0.061 -0.063
N -0.8430 1.9564 -0.7382 0.138 0.180 -0.114
C -1.8903 0.5841 -2.2868 0.044 -0.122 0.076
O -2.5266 0.1964 -3.1924 -0.003 0.094 0.051
O -1.1045 -0.2793 -1.5003 0.225 0.043 -0.439
H -1.1459 5.1067 0.3430 0.014 0.010 0.011
H -2.7550 5.1584 -1.5875 -0.010 0.006 -0.001
H -3.1640 3.0452 -2.8872 -0.012 -0.008 -0.004
C 2.3560 3.4668 -2.5945 -0.125 -0.059 0.041
C 3.5679 2.7125 -2.0263 0.028 0.007 0.022
C 4.8321 3.2449 -2.7307 -0.025 0.014 0.012
C 3.6795 2.9406 -0.5138 -0.033 -0.008 0.039
Si 3.3648 0.8978 -2.4212 -0.061 0.137 -0.002
O 1.7644 0.5757 -1.4395 -0.413 -0.165 -0.368
C 4.4624 -0.3299 -1.5824 0.088 0.026 -0.008
C 5.7431 -0.0102 -1.1257 -0.083 0.055 0.184
C 6.5524 -0.9761 -0.5381 0.016 -0.021 0.021
C 6.0992 -2.2777 -0.3981 -0.002 -0.001 -0.002
C 4.8381 -2.6292 -0.8724 0.044 -0.009 0.050
C 4.0407 -1.6633 -1.4621 -0.138 -0.102 -0.200
C 2.8101 0.4659 -4.1110 0.098 -0.140 0.027
C 1.4940 0.2059 -4.4989 -0.205 0.021 0.062
C 1.1866 -0.0866 -5.8180 0.010 0.002 -0.017
C 2.1969 -0.1218 -6.7711 -0.003 0.005 0.022
C 3.5115 0.1290 -6.4045 -0.005 0.007 0.017
C 3.8185 0.4166 -5.0829 -0.038 -0.047 -0.029
H 2.4324 4.5230 -2.3282 0.016 0.021 -0.013
H 1.3998 3.0962 -2.1973 0.054 0.026 0.006
H 2.3072 3.3985 -3.6814 -0.007 -0.012 -0.017
H 4.8820 4.3269 -2.5901 0.005 0.017 0.001
H 4.8136 3.0627 -3.8058 -0.009 -0.009 -0.039
H 5.7529 2.8294 -2.3239 0.018 -0.041 0.005
H 3.7075 4.0117 -0.3018 0.021 0.014 -0.001
H 4.5889 2.5057 -0.0992 0.012 -0.020 0.030
H 2.8274 2.5273 0.0417 0.054 0.041 -0.057
H 6.1303 0.9953 -1.2181 -0.014 0.039 -0.013
H 7.5422 -0.7093 -0.1943 0.022 0.003 -0.010
H 6.7358 -3.0279 0.0497 0.018 -0.017 0.015
H 4.5113 -3.6595 -0.8207 -0.014 -0.022 -0.005
H 3.1108 -1.9737 -1.9398 0.082 0.037 -0.057
H 0.6780 0.2335 -3.7753 0.113 0.024 -0.053
H 0.1633 -0.2842 -6.1076 -0.009 -0.007 -0.005
H 1.9587 -0.3481 -7.8011 -0.007 -0.005 -0.017
H 4.2984 0.0944 -7.1451 0.006 0.007 -0.012
H 4.8558 0.5936 -4.8189 0.030 -0.002 0.026
```
Positions in Å, forces in eV/Å.